(1)
{"formula": "C38H102N2O12", "method": "ωB97M-V/def2-TZVPD", "species": ["C", "O", "C", "C", "C", "N", "H", "H", "H", "H", "H", "H", "H", "H", "H", "H", "H", "C", "O", "C", "C", "C", "N", "H", "H", "H", "H", "H", "H", "H", "H", "H", "H", "H", "C", "C", "C", "O", "H", "H", "H", "H", "H", "H", "H", "H", "C", "C", "C", "O", "H", "H", "H", "H", "H", "H", "H", "H", "C", "C", "C", "O", "H", "H", "H", "H", "H", "H", "H", "H", "C", "C", "C", "O", "H", "H", "H", "H", "H", "H", "H", "H", "C", "C", "C", "O", "H", "H", "H", "H", "H", "H", "H", "H", "C", "C", "C", "O", "H", "H", "H", "H", "H", "H", "H", "H", "C", "C", "C", "O", "H", "H", "H", "H", "H", "H", "H", "H", "C", "C", "C", "O", "H", "H", "H", "H", "H", "H", "H", "H", "C", "C", "C", "O", "H", "H", "H", "H", "H", "H", "H", "H", "C", "C", "C", "O", "H", "H", "H", "H", "H", "H", "H", "H"], "coordinates": [[2.929, -4.071, -5.369], [3.649, -3.526, -4.282], [2.831, -2.687, -3.459], [3.606, -2.414, -2.083], [4.352, -3.670, -1.537], [2.745, -1.776, -1.104], [3.187, -5.115, -5.547], [2.975, -3.382, -6.212], [1.862, -4.118, -5.151], [2.537, -1.850, -4.093], [1.938, -3.203, -3.108], [4.415, -1.715, -2.295], [5.221, -4.039, -2.082], [3.781, -4.595, -1.620], [4.632, -3.722, -0.484], [3.151, -1.599, -0.196], [2.605, -0.858, -1.501], [-0.221, -1.547, -1.135], [-0.697, -0.155, -1.234], [0.283, 0.822, -1.212], [1.055, 0.885, 0.086], [0.543, 1.834, 1.192], [2.481, 1.045, -0.199], [-1.012, -2.296, -1.160], [0.173, -1.877, -0.175], [0.473, -1.896, -1.900], [0.796, 0.510, -2.122], [-0.078, 1.816, -1.476], [1.013, -0.115, 0.518], [-0.546, 1.848, 1.237], [0.787, 2.845, 0.867], [1.002, 1.711, 2.173], [2.927, 0.581, 0.579], [2.793, 1.993, -0.042], [-3.498, -1.306, -4.635], [-2.967, 0.018, -3.944], [-2.581, 1.106, -4.936], [-4.057, 0.547, -3.285], [-4.362, -1.105, -5.268], [-3.753, -2.087, -3.918], [-2.649, -1.679, -5.208], [-2.177, -0.194, -3.224], [-3.393, 1.381, -5.609], [-1.716, 0.687, -5.450], [-2.291, 2.000, -4.383], [-3.793, 1.381, -2.889], [3.538, 3.457, 3.554], [2.586, 4.208, 4.481], [2.006, 3.306, 5.545], [3.442, 5.138, 5.122], [3.799, 4.065, 2.688], [3.059, 2.573, 3.132], [4.470, 3.155, 4.032], [1.816, 4.789, 3.974], [1.346, 2.634, 4.996], [1.357, 3.734, 6.309], [2.737, 2.825, 6.193], [2.846, 5.638, 5.684], [2.612, 5.364, -0.615], [3.925, 5.511, -1.420], [3.854, 5.873, -2.882], [4.648, 6.637, -0.948], [2.733, 5.241, 0.461], [2.074, 4.491, -0.984], [1.917, 6.193, -0.750], [4.595, 4.652, -1.374], [3.601, 6.904, -3.134], [3.109, 5.266, -3.396], [4.813, 5.688, -3.364], [4.602, 6.706, 0.008], [-3.908, 5.552, -1.212], [-3.114, 4.374, -1.740], [-2.128, 3.842, -0.747], [-3.943, 3.280, -2.111], [-4.295, 6.043, -2.106], [-3.386, 6.347, -0.678], [-4.744, 5.168, -0.628], [-2.427, 4.716, -2.514], [-1.325, 4.556, -0.567], [-1.817, 2.923, -1.244], [-2.523, 3.667, 0.254], [-4.834, 3.635, -2.065], [-0.065, -1.826, 3.511], [-0.182, -1.525, 5.007], [0.664, -0.326, 5.489], [-1.482, -1.223, 5.154], [-0.967, -2.251, 3.072], [0.623, -2.656, 3.354], [0.337, -1.016, 2.901], [0.076, -2.373, 5.641], [0.386, 0.069, 6.466], [0.536, 0.534, 4.832], [1.667, -0.722, 5.647], [-1.887, -2.093, 5.178], [-1.119, -3.891, -4.317], [-2.123, -4.771, -5.136], [-2.078, -4.370, -6.658], [-1.906, -6.115, -4.824], [-1.072, -2.942, -4.850], [-0.130, -4.346, -4.275], [-1.284, -3.650, -3.267], [-3.017, -4.366, -4.664], [-1.445, -3.489, -6.768], [-3.132, -4.141, -6.810], [-1.800, -5.184, -7.328], [-2.356, -6.725, -5.413], [-3.552, 0.701, 0.804], [-3.039, -0.566, 1.473], [-3.660, -1.811, 0.867], [-1.644, -0.548, 1.256], [-3.062, 1.552, 1.278], [-4.628, 0.768, 0.963], [-3.336, 0.793, -0.261], [-3.230, -0.540, 2.546], [-3.398, -2.608, 1.563], [-3.219, -1.720, -0.126], [-4.729, -1.801, 0.655], [-1.424, -0.356, 0.342], [-3.401, 1.747, 5.866], [-2.760, 2.975, 5.130], [-1.244, 3.138, 5.152], [-2.977, 2.747, 3.714], [-2.799, 0.840, 5.813], [-4.440, 1.586, 5.579], [-3.517, 2.024, 6.914], [-3.259, 3.907, 5.394], [-0.898, 3.925, 4.481], [-0.868, 2.153, 4.877], [-0.828, 3.318, 6.143], [-2.428, 2.003, 3.456], [-4.061, -5.431, -0.188], [-2.949, -5.433, -1.134], [-1.749, -6.420, -0.883], [-3.577, -5.922, -2.305], [-4.334, -6.436, 0.132], [-4.975, -4.968, -0.559], [-3.731, -4.805, 0.642], [-2.641, -4.442, -1.467], [-2.002, -7.477, -0.969], [-1.301, -6.296, 0.103], [-0.940, -6.240, -1.590], [-2.879, -6.085, -2.944], [4.162, -0.567, 3.769], [5.065, -0.492, 2.519], [4.928, -1.706, 1.614], [4.819, 0.709, 1.839], [3.209, -1.038, 3.529], [3.918, 0.402, 4.205], [4.715, -1.134, 4.518], [6.114, -0.498, 2.813], [5.495, -1.544, 0.697], [3.934, -1.919, 1.219], [5.239, -2.623, 2.115], [5.643, 0.971, 1.423]], "forces_ev_per_a": [[-0.9, 0.4, 0.4], [-0.3, -0.2, 0.6], [1.2, -1.0, 1.4], [1.8, -0.2, -0.6], [-0.8, -1.4, -0.4], [-0.7, -0.3, -0.8], [0.6, 0.3, -0.3], [0.4, -0.4, -0.5], [-0.2, 0.0, 0.3], [0.0, 0.7, 0.6], [-0.3, -0.3, -0.4], [0.3, 0.1, -0.5], [0.3, 1.0, -0.4], [-0.9, 0.1, -0.1], [-0.1, 1.0, 0.1], [0.4, -0.3, -0.4], [-0.4, 0.4, 0.4], [-0.4, -0.5, 0.0], [-2.1, -2.6, 0.9], [0.9, 0.2, -1.1], [0.7, -0.7, 0.9], [-0.3, 0.8, -1.4], [0.4, 0.1, 0.5], [-1.1, 0.8, -0.6], [0.6, 1.0, 0.2], [0.1, 0.9, -0.1], [1.7, 0.6, 0.3], [-0.8, -0.1, 0.1], [-0.3, -0.2, -0.1], [0.0, -0.4, 0.3], [0.2, 0.3, 0.0], [-0.1, -0.4, -0.1], [0.6, -0.1, 0.0], [-0.2, 0.5, -0.3], [1.4, 1.1, 0.5], [-1.4, -0.7, -1.3], [1.1, -1.0, 0.0], [-1.7, 0.0, 1.6], [0.1, 0.1, 0.0], [-0.1, 0.2, 0.2], [-0.3, -0.1, -0.4], [0.4, -0.2, -0.2], [0.0, -0.3, 0.0], [0.2, 0.6, -0.6], [0.2, 0.1, 0.0], [-0.2, 0.3, 0.2], [-0.9, -0.2, -0.8], [1.5, -0.2, 0.9], [-0.9, -0.5, 0.0], [0.1, 1.0, 0.3], [0.1, 0.2, 0.1], [0.0, -0.2, 0.1], [-0.2, 0.1, 0.3], [-0.2, -0.4, -0.4], [0.2, -0.6, 0.4], [-0.2, 0.9, -0.4], [0.4, -0.4, -0.7], [0.3, 0.4, 0.3], [0.0, -0.5, -1.0], [0.1, 1.5, 0.3], [-0.9, -0.8, -1.3], [0.6, 0.6, 0.9], [0.4, -0.1, 0.0], [0.0, -0.2, 0.1], [0.3, 0.3, -0.2], [-0.4, -0.5, 0.5], [-0.1, 0.1, 0.7], [0.0, -0.3, -0.2], [0.0, -0.1, 0.1], [0.1, -0.2, 0.1], [-0.7, 0.0, -1.2], [1.3, 0.6, 1.5], [0.1, -0.2, 0.6], [-0.2, 0.7, -0.3], [-0.5, 0.2, 0.1], [0.3, -0.5, 0.2], [0.0, 0.2, 0.3], [-0.6, -0.1, -1.0], [0.3, -0.1, -0.4], [0.6, -0.1, 0.7], [-0.4, -0.4, -0.1], [-0.3, -0.4, -0.2], [2.0, -1.4, -0.3], [2.4, 0.9, -0.9], [-0.2, -0.7, 0.1], [-3.7, 0.5, 1.7], [-0.3, 0.6, 0.2], [0.6, -0.1, 0.0], [-0.5, 0.2, 0.1], [0.2, -0.3, -0.1], [-0.5, -0.4, 0.2], [0.6, -0.3, -0.4], [0.4, 0.6, -0.6], [-0.9, 0.3, -0.1], [0.9, -0.4, -0.7], [1.0, 2.2, 0.9], [-0.9, -0.6, 1.6], [0.4, -0.6, 0.4], [0.3, 0.0, 0.3], [0.2, 0.0, -0.5], [-0.9, -0.3, 0.0], [-0.9, -0.7, -0.6], [-0.2, -0.2, -0.4], [0.2, 0.4, -0.8], [0.2, 0.1, 0.1], [-0.2, 0.2, -0.2], [-0.6, 0.3, 0.8], [-0.5, 1.3, -1.1], [0.3, 0.8, -0.1], [0.5, -0.9, 1.6], [-0.2, 0.2, 0.1], [-0.1, 0.3, -0.1], [0.0, -0.5, -0.1], [0.2, 0.2, 0.1], [0.1, -0.6, -0.9], [0.3, -1.4, -0.2], [-0.1, 0.3, 0.6], [-0.4, 0.3, -0.6], [0.5, 1.6, 0.9], [0.0, -1.4, -1.4], [-0.2, -0.6, 1.6], [-1.0, 0.7, -0.2], [-0.1, 0.0, -0.3], [0.2, 0.0, -0.6], [0.3, -0.1, 0.4], [-0.2, -0.1, -0.1], [-0.2, -0.2, -0.1], [0.4, 0.1, -0.3], [-0.1, 0.2, 0.2], [0.1, -0.2, 0.0], [-0.3, 0.7, 2.1], [0.7, -1.7, -2.3], [0.0, 1.1, 0.8], [-0.4, -0.6, -1.3], [0.2, 0.0, 0.1], [0.3, 0.1, -0.4], [-0.3, -0.3, 0.6], [0.6, 0.4, 1.0], [-0.6, 0.2, -0.1], [0.0, 0.2, 0.2], [-0.1, 0.2, -0.2], [0.0, -0.2, -0.5], [0.4, -0.1, -0.4], [-0.2, -0.7, 0.8], [-0.3, -0.1, -0.5], [-0.2, 0.7, -0.5], [0.0, -0.2, 0.1], [0.3, 0.2, -0.2], [-0.4, -0.2, 0.1], [0.1, 0.1, 0.4], [0.5, -0.1, 0.1], [-0.3, 0.3, 0.7], [0.2, 0.0, 0.0], [-0.1, 0.2, -0.2]], "lowdin_charge": [-0.104, -0.198, -0.162, -0.369, -0.054, 0.040, 0.093, 0.089, 0.052, 0.125, 0.099, 0.122, 0.072, 0.070, 0.055, 0.024, 0.049, -0.065, -0.215, -0.198, -0.397, -0.022, 0.057, 0.072, 0.080, 0.061, 0.124, 0.112, 0.110, 0.062, 0.064, 0.065, 0.041, 0.061, -0.021, -0.487, -0.049, -0.062, 0.083, 0.072, 0.044, 0.118, 0.088, 0.076, 0.070, 0.038, -0.050, -0.480, -0.067, -0.059, 0.069, 0.050, 0.090, 0.135, 0.044, 0.069, 0.095, 0.085, -0.042, -0.473, -0.069, -0.070, 0.062, 0.060, 0.083, 0.128, 0.084, 0.076, 0.080, 0.082, -0.045, -0.502, -0.064, -0.038, 0.079, 0.088, 0.088, 0.134, 0.085, 0.064, 0.082, 0.092, -0.042, -0.520, -0.036, -0.044, 0.071, 0.071, 0.062, 0.134, 0.082, 0.047, 0.074, 0.106, -0.051, -0.460, -0.023, -0.042, 0.052, 0.057, 0.055, 0.109, 0.066, 0.074, 0.073, 0.103, -0.042, -0.481, -0.039, -0.084, 0.051, 0.089, 0.075, 0.133, 0.073, 0.079, 0.086, 0.019, -0.034, -0.415, -0.069, -0.095, 0.056, 0.076, 0.067, 0.131, 0.089, 0.054, 0.072, 0.057, -0.069, -0.484, -0.027, -0.079, 0.091, 0.090, 0.064, 0.115, 0.081, 0.069, 0.067, 0.038, -0.031, -0.483, -0.060, -0.053, 0.065, 0.065, 0.083, 0.132, 0.085, 0.049, 0.091, 0.102], "lumo_ha": 0.0134, "e_homo_ev": -8.899, "gap_ev": 9.26, "smiles": "COC[C@H](C)N.COC[C@H](C)N.CC(C)O.CC(C)O.CC(C)O.CC(C)O.CC(C)O.CC(C)O.CC(C)O.CC(C)O.CC(C)O.CC(C)O", "multiplicity": 1, "relative_energy_kcal_mol": 108.9}



(2)
{"formula": "C4H14N2O", "method": "ωB97M-V/def2-TZVPD", "species": ["C", "N", "C", "C", "N", "C", "H", "H", "H", "H", "H", "H", "H", "H", "H", "H", "H", "H", "H", "H", "O"], "coordinates": [[-0.488, 0.804, 2.817], [-0.167, -0.011, 1.660], [-1.147, -0.385, 0.693], [-0.513, -0.246, -0.735], [-0.056, -1.545, -1.157], [0.689, -1.531, -2.412], [-1.076, 0.271, 3.563], [-1.169, 1.586, 2.477], [0.462, 1.227, 3.127], [0.671, -0.581, 1.796], [-1.425, -1.429, 0.880], [-2.012, 0.266, 0.806], [-1.371, 0.030, -1.336], [0.224, 0.548, -0.574], [0.423, -2.056, -0.426], [0.540, -2.465, -2.951], [0.230, -0.802, -3.047], [1.759, -1.336, -2.319], [2.096, 3.038, -1.036], [1.159, 1.831, -0.906], [1.172, 2.787, -0.921]], "forces_ev_per_a": [[0.1, 0.8, -1.4], [-0.7, -0.5, 1.4], [0.4, 0.3, -0.4], [-0.9, -1.3, 1.6], [0.4, 0.3, 0.0], [-0.1, -0.5, 0.0], [0.4, -0.5, 0.3], [0.2, 0.2, 0.0], [-0.2, 0.0, 0.7], [0.0, 0.1, -0.6], [-0.1, -0.1, -0.2], [0.0, -0.1, 0.1], [0.2, 0.6, -0.5], [0.0, 0.0, -0.8], [0.0, 0.0, -0.1], [0.2, -0.2, 0.2], [-0.1, 0.7, -0.4], [0.0, 0.1, 0.1], [-0.1, 0.0, 0.0], [0.3, 0.0, -0.3], [-0.1, 0.2, 0.2]], "mulliken_spin": [-0.003, 0.765, 0.032, 0.077, 0.032, -0.001, 0.059, 0.018, 0.008, -0.029, 0.041, 0.005, 0.001, -0.008, 0.004, 0.003, 0.000, 0.003, 0.000, -0.004, 0.000], "lumo_ha": [-0.1202, -0.2840], "e_homo_ev": [-13.259, -13.070], "gap_ev": [9.99, 5.34], "s_squared": 0.755, "total_charge": 1, "multiplicity": 2, "relative_energy_kcal_mol": 26.0}